# 1
25
Properties=species:S:1:pos:R:3 method="wB97M-V/def2-TZVPD" charge=+2 gap_ev=9.109 relative_energy_kj_mol=472.00 max_force_ev_per_a=11.50
Sn -11.30170 10.49035 -27.16861
C -11.84340 7.58388 -27.78173
O -11.20199 8.53171 -27.25209
N -12.41640 7.63488 -28.96630
N -11.99465 6.40349 -27.26391
H -13.15613 6.96974 -29.14093
H -12.33488 8.47688 -29.51810
H -12.15615 5.73822 -28.00650
H -11.49357 6.32960 -26.39009
C -13.99402 9.97342 -28.17964
O -12.98963 10.38746 -27.66428
N -14.35418 8.77959 -28.27287
N -14.92408 10.67329 -28.79764
H -15.31423 8.67120 -28.56725
H -13.80358 8.00314 -27.93516
H -14.81397 11.67713 -28.81448
H -15.63067 10.28866 -29.40829
C -9.37311 11.08450 -29.37741
O -9.86988 10.53122 -28.47070
N -8.24310 10.78578 -29.92249
N -9.94660 11.97776 -30.06923
H -7.97344 11.37104 -30.70022
H -7.65076 10.03816 -29.59037
H -9.65437 12.13758 -31.02273
H -10.78453 12.31952 -29.62072

---

# 2
67
Properties=species:S:1:pos:R:3 method="wB97M-V/def2-TZVPD" gap_ev=4.698 relative_energy_kj_mol=241.27 max_force_ev_per_a=1.46
C -5.02899 -1.76035 -1.36643
C -3.73945 -2.45453 -0.93101
C -4.04937 -3.91379 -0.58760
C -2.67721 -2.38061 -2.02451
C -3.21898 -1.73340 0.30081
N -3.23728 -2.32613 1.50928
C -2.74210 -1.48722 2.50114
C -2.40677 -0.26715 1.88791
C -1.90849 0.76077 2.68781
C -1.81803 0.55802 4.07427
C -2.17923 -0.66861 4.66164
C -2.65821 -1.71801 3.86636
C -2.73170 -0.40095 0.45459
C -2.55670 0.57094 -0.54797
C -2.77963 1.97309 -0.30997
C -3.61122 2.42934 0.75152
C -3.69779 3.77827 1.05984
C -2.93831 4.72022 0.35418
C -2.93250 6.15816 0.77018
C -2.18856 4.29553 -0.74870
C -2.16149 2.96237 -1.11342
H -4.85645 -0.70361 -1.60232
H -5.44942 -2.25637 -2.25035
H -5.77163 -1.81572 -0.55990
H -3.15999 -4.45017 -0.23794
H -4.84903 -3.99448 0.15879
H -4.40603 -4.41646 -1.49254
H -1.67204 -2.57767 -1.62418
H -2.89975 -3.11977 -2.80439
H -2.66215 -1.39616 -2.50247
H -3.55590 -3.26826 1.70269
H -1.58927 1.69517 2.22611
H -1.46463 1.36887 4.71149
H -2.10911 -0.79698 5.74264
H -2.98849 -2.67431 4.27106
H -2.34513 0.26562 -1.57537
H -4.18093 1.70777 1.34255
H -4.33960 4.11442 1.87791
H -2.35725 6.75085 0.05541
H -3.95136 6.55831 0.80026
H -2.49359 6.30563 1.76541
H -1.61692 5.03470 -1.31089
H -1.60597 2.65043 -1.99585
C 1.51639 1.41434 -5.54071
C 2.06739 1.86300 -4.21937
N 1.76376 0.89244 -3.11515
C 0.44246 0.91040 -2.59709
O -0.40647 1.59933 -3.21331
C 0.21435 0.10864 -1.46978
C 0.91581 -1.10728 -1.41847
O 0.48230 -2.18339 -0.94205
N 2.21484 -1.07301 -1.98561
C 3.08048 -2.26916 -1.76634
C 2.84218 -3.35186 -2.77681
C 2.57375 -0.21579 -3.00335
S 3.84448 -0.52899 -4.05934
H 1.71916 2.18897 -6.28666
H 1.99486 0.48010 -5.86257
H 0.43187 1.29371 -5.45472
H 3.16056 1.90837 -4.26145
H 1.63561 2.81543 -3.90132
H -0.52355 0.33199 -0.72802
H 4.09992 -1.88377 -1.86814
H 2.86599 -2.60462 -0.74859
H 3.54809 -4.16409 -2.58514
H 1.82445 -3.73964 -2.67308
H 3.01262 -2.97907 -3.79591

---

# 3
28
Properties=species:S:1:pos:R:3 method="wB97M-V/def2-TZVPD" gap_ev=8.430 relative_energy_kj_mol=0.00 max_force_ev_per_a=4.73
C 3.46713 0.02097 -0.99235
C 2.68733 -1.06778 -1.37857
C 2.84163 1.24446 -0.95952
C 1.34034 -0.99954 -1.71368
C 1.48604 1.32307 -1.14495
C 0.71959 0.21243 -1.48098
C -3.73423 0.39061 0.62843
C 0.84028 -0.13986 1.87238
C -2.56163 -0.72336 0.56310
C -0.56791 0.49958 1.50789
N -1.18371 -0.32069 0.46288
P -1.07785 0.33394 -1.48003
Br -1.81193 -1.42661 -2.63747
H 4.55918 0.02328 -0.80750
H 3.21560 -2.01114 -1.35650
H 3.46428 2.14779 -0.90093
H 0.93575 -2.00213 -1.83216
H 0.97251 2.19051 -1.22835
H -4.59432 -0.34130 0.58390
H -3.73994 0.93748 1.61372
H -3.71224 1.12117 -0.09004
H 1.18687 -0.71772 1.05057
H 1.41291 0.73074 2.06755
H 0.80953 -0.71913 2.81363
H -2.68938 -1.32960 1.42030
H -2.77441 -1.29376 -0.24565
H -1.08913 0.41635 2.40111
H -0.40225 1.50023 1.26323

---

# 4
15
Properties=species:S:1:pos:R:3 method="wB97M-V/def2-TZVPD" gap_ev="9.443 / 5.929" relative_energy_kj_mol=307.22 max_force_ev_per_a=3.23
B -3.41834 0.01922 -1.46732
C 0.78000 0.18304 -1.20148
C 0.19421 0.99552 -0.29490
C 1.67520 -0.75270 -0.76289
C 0.41804 0.89371 1.09343
C 1.99796 -0.90379 0.63600
C 1.24800 -0.11243 1.39397
S -2.75596 0.66858 -0.05061
H -3.44009 0.77383 -2.54921
H -3.53993 -1.06829 -1.75392
H 0.46276 0.31525 -2.32654
H -0.49521 1.72008 -0.48085
H 2.08254 -1.48152 -1.42523
H -0.24976 1.27992 1.79070
H 2.59792 -1.74832 1.03240

---

# 5
49
Properties=species:S:1:pos:R:3 method="wB97M-V/def2-TZVPD" charge=+1 gap_ev="5.330 / 5.331" relative_energy_kj_mol=0.00 max_force_ev_per_a=0.52
Pd -1.52330 1.63332 -0.28005
C -2.17057 1.71763 2.96831
O -1.90065 0.80614 1.89706
C -2.86301 -0.23921 1.80737
C -2.52436 -1.07699 0.59625
O -2.63066 -0.33663 -0.62412
C -3.96907 -0.29892 -1.15009
H -2.12738 1.18696 3.92083
H -3.15471 2.17696 2.84882
H -1.40026 2.48314 2.93931
H -3.86951 0.18978 1.73927
H -2.80822 -0.86236 2.70497
H -3.17204 -1.95419 0.54357
H -1.48473 -1.40081 0.65913
H -4.29122 -1.31791 -1.36577
H -3.93510 0.27875 -2.06909
H -4.66271 0.16927 -0.45025
N -3.18118 2.69451 -0.17685
C -4.31810 2.73533 0.09728
C -5.63573 2.76056 0.41391
C -5.99552 3.12271 1.74307
N -6.21460 3.40978 2.83602
C -6.58083 2.37570 -0.57846
N -7.30417 2.02202 -1.40091
C 0.19181 0.75457 -0.44475
C 1.27392 0.19497 -0.54519
C 2.51662 -0.41281 -0.67786
C 2.77144 -1.22499 -1.84414
C 2.06996 -0.97372 -3.03682
C 2.30368 -1.74564 -4.15403
C 3.20671 -2.80307 -4.08868
C 3.87983 -3.08863 -2.90672
C 3.67440 -2.30218 -1.79091
C 3.50261 -0.20414 0.35634
C 4.87678 -0.22554 0.05834
C 5.80424 0.01466 1.05263
C 5.37808 0.25879 2.35254
C 4.02079 0.29137 2.66062
C 3.08741 0.08332 1.66866
H 1.37287 -0.14750 -3.07526
H 1.78461 -1.53230 -5.07803
H 3.37838 -3.41581 -4.96381
H 4.55617 -3.93055 -2.85683
H 4.16586 -2.54722 -0.86010
H 5.20424 -0.37344 -0.96092
H 6.85912 0.02326 0.81633
H 6.10841 0.43747 3.13064
H 3.70035 0.48537 3.67477
H 2.02932 0.10823 1.89357

---

# 6
68
Properties=species:S:1:pos:R:3 method="wB97M-V/def2-TZVPD" charge=+2 gap_ev=6.616 max_force_ev_per_a=2.03
Y -0.92185 1.25036 0.84080
S -0.39405 3.83796 0.64110
C -2.09245 3.78776 0.38680
N -2.71445 2.60726 0.43450
C -4.07285 2.74936 0.22240
C -5.02085 1.72796 0.19430
C -6.34315 2.06256 -0.01610
C -6.73745 3.38996 -0.18720
C -5.80985 4.41416 -0.17230
C -4.47895 4.08306 0.02660
S -3.09615 5.15306 0.09840
H -4.71115 0.70006 0.33750
H -7.08855 1.28446 -0.05070
H -7.78165 3.61726 -0.33130
H -6.10505 5.44116 -0.30850
C 2.28775 -1.72024 -1.36840
N 1.42655 -1.06734 -0.36010
P 1.63205 0.62676 -0.05880
C 3.42365 0.78136 0.17730
C 3.90545 0.68886 1.48260
C 5.26535 0.76506 1.72020
C 6.14085 0.94796 0.66050
C 5.66065 1.06396 -0.63540
C 4.30255 0.99046 -0.88620
C 1.24375 1.48686 -1.62420
C 1.65025 2.81576 -1.76100
C 1.16685 3.57816 -2.80940
C 0.25275 3.03556 -3.69970
C -0.15985 1.71726 -3.56820
C 0.33805 0.93946 -2.53630
P -0.09365 -1.79114 -0.13610
C 0.24785 -3.57764 -0.16920
C 1.09245 -4.11774 0.79930
C 1.35315 -5.47334 0.77200
C 0.77495 -6.27944 -0.19890
C -0.07925 -5.73654 -1.14520
C -0.35115 -4.37854 -1.13540
C -0.48885 -1.47314 1.62500
C -1.82025 -1.70154 2.01470
C -2.18145 -1.59354 3.35020
C -1.22655 -1.24654 4.29740
C 0.08845 -1.00304 3.91890
C 0.46435 -1.11454 2.58760
H 3.09485 -1.04664 -1.65380
H 1.73645 -2.00204 -2.26650
H 2.73385 -2.61744 -0.93980
H 3.20655 0.58596 2.30350
H 5.64755 0.69186 2.72640
H 7.20015 1.02146 0.84770
H 6.35255 1.21926 -1.44770
H 3.93195 1.11576 -1.89400
H 2.34205 3.24086 -1.04540
H 1.49095 4.60126 -2.91900
H -0.13805 3.63766 -4.50420
H -0.85715 1.29486 -4.27490
H 0.07795 -0.11544 -2.47760
H 1.53705 -3.48604 1.55470
H 2.00795 -5.90684 1.51080
H 0.99055 -7.33554 -0.21360
H -0.53275 -6.37124 -1.88930
H -1.01995 -3.94364 -1.86540
H -2.54105 -2.04174 1.27630
H -3.19365 -1.81454 3.65750
H -1.49745 -1.19824 5.34120
H 0.83145 -0.75664 4.66340
H 1.50445 -1.00804 2.29600
O -2.39275 -0.64324 -1.44180
C -1.46165 -0.39124 -0.77370